17
Properties=species:S:1:pos:R:3:forces:R:3 method="wB97M-V/def2-TZVPD" gap_ev=8.809 lumo_energy_ha=0.02625 e_homo_ev=-8.095 e_tot_ha=-384.701414 total_charge=0 de_lowest_kj_mol=372.9 fmax_ev_per_a=8.89
C -2.336476 1.003348 1.200183 1.17 0.77 0.32
C -1.302709 1.065457 0.077540 -3.92 2.79 -0.74
C -0.707288 -0.118161 -0.603567 0.67 -0.27 0.61
C -0.337049 -1.270444 -1.335695 1.65 0.03 -1.37
C 1.059081 -1.570520 -1.154565 -3.95 -0.72 -1.63
C 1.951217 -0.896090 -0.376687 1.81 -0.79 0.91
C 1.660517 0.184787 0.379093 -5.51 3.43 0.13
O 2.493213 1.004019 1.061157 2.01 -1.76 -0.44
C 0.024080 0.632559 0.240974 8.02 -3.78 -0.65
H -3.105495 1.732812 1.067322 -0.30 0.85 -0.05
H -1.875994 1.129077 2.186692 -0.12 -0.07 -0.19
H -2.851146 0.108420 1.152173 -0.86 -2.19 0.21
H -1.620057 1.977778 -0.535756 1.09 -0.99 0.33
H -0.904799 -1.731503 -2.237582 0.82 0.69 2.12
H 1.509682 -2.391520 -1.678741 -0.28 -0.40 -0.42
H 2.918118 -1.453411 -0.390788 -0.28 1.30 0.47
H 3.425105 0.593392 0.948247 -2.03 1.11 0.42